9
Properties=species:S:1:pos:R:3 method="wB97M-V/def2-TZVPD" charge=0 multiplicity=1 e_lumo_ev="-0.10 / -0.34" orbital_gap_ev="9.19 / 8.07" relative_energy_kcal_mol=87.9
B -0.30939 0.05612 -0.28819
C 1.21802 -0.16370 0.08441
O -0.59422 1.38483 -0.37119
O -0.97445 -1.16816 -0.33984
F 1.89340 -1.23915 -0.21611
F 2.04742 0.83192 0.30741
H 0.13548 -0.51502 1.91031
H -1.46823 1.84834 -0.53936
H -1.94803 -1.03518 -0.54744

=====

11
Properties=species:S:1:pos:R:3 method="wB97M-V/def2-TZVPD" charge=0 multiplicity=1 e_lumo_ev=0.63 orbital_gap_ev=9.60 smiles="C=C1CNN=N1" relative_energy_kcal_mol=54.5
C -1.75804 0.07576 0.53576
C -0.43380 0.01329 0.48655
C 0.39582 0.39566 -0.70027
N 1.48701 -0.53387 -0.48760
N 1.52020 -0.87650 0.84060
N 0.45384 -0.58787 1.43290
H -0.16057 0.24439 -1.62506
H -2.35656 -0.14145 1.40937
H -2.27367 0.33153 -0.38321
H 0.72013 1.44767 -0.63727
H 2.40565 -0.36860 -0.87178

=====

15
Properties=species:S:1:pos:R:3 method="wB97M-V/def2-TZVPD" charge=0 multiplicity=1 e_lumo_ev=0.43 orbital_gap_ev=8.85 smiles="CC1=C(O)NCC1=O" relative_energy_kcal_mol=48.8
C -0.05467 -1.79968 0.71050
C -0.45206 2.05167 -0.15587
N 1.26475 -1.26185 0.39138
C 0.74419 -0.27197 -0.40586
C -1.07298 -0.25472 0.83479
C -0.25417 0.59057 0.06764
O 1.30829 -0.14728 -1.63186
O -2.16928 -0.27079 1.31181
H 0.87900 0.57847 -2.10865
H 1.90688 -1.88250 -0.09318
H -0.12547 -2.13890 1.74138
H -0.45407 -2.50974 -0.01089
H -0.76336 2.25491 -1.18548
H -1.22531 2.44774 0.50578
H 0.46826 2.61407 0.02851

=====

36
Properties=species:S:1:pos:R:3 method="wB97M-V/def2-TZVPD" charge=-2 multiplicity=1 e_lumo_ev=5.06 orbital_gap_ev=4.59 relative_energy_kcal_mol=0.0
C -1.25019 -1.74770 0.16033
C -0.57615 -1.87823 -1.10409
C -0.80014 -0.71986 -1.85495
C 0.16705 -3.06824 -1.55300
C -1.52381 0.22055 -0.99760
C -1.80705 -0.47513 0.24577
C -2.42982 0.18736 1.39486
C -1.33897 -2.81112 1.16675
C -0.25761 -0.43836 -3.19249
C -1.67944 1.56720 -1.19774
Pb 1.76460 2.26111 2.03990
Cl 2.51901 0.79758 -2.28006
Cl 1.25410 -0.26993 2.01976
O 0.88869 2.70728 -0.32111
H 0.63095 -3.59484 -0.71110
H 0.95124 -2.78002 -2.26035
H -0.48819 -3.78593 -2.06557
H 0.85943 -0.28635 -3.14377
H -0.66834 0.52462 -3.52015
H -0.49235 -1.25081 -3.90708
H -1.42290 1.98552 -2.17807
H -0.08893 2.50331 -0.36953
H -2.31154 2.13318 -0.49821
H -1.73676 0.87780 1.90719
H -2.75255 -0.55291 2.12307
H -3.29778 0.75649 1.04966
H -0.37858 -3.31086 1.32586
H -2.05173 -3.58110 0.84884
H -1.69172 -2.42983 2.12484
H 1.31383 1.99853 -0.90356
O 0.40067 2.87457 3.53357
H 0.37450 2.20579 4.24038
Cl 4.81788 3.69371 1.40368
C 4.20211 2.22371 2.01300
H 4.43766 1.35847 1.38657
H 4.46285 2.10445 3.07444

=====

78
Properties=species:S:1:pos:R:3 method="wB97M-V/def2-TZVPD" charge=-2 multiplicity=1 e_lumo_ev="4.29 / 4.30" orbital_gap_ev="5.75 / 5.59" relative_energy_kcal_mol=61.7
Au 0.26256 -0.31021 0.22244
S 2.76137 -0.19059 1.16831
C 2.13670 -0.03427 2.72375
N 0.88313 0.10139 3.06205
C 0.68217 0.21388 4.41106
C -0.55048 0.36442 5.04855
C -0.59317 0.47335 6.42913
C 0.56998 0.43110 7.19455
C 1.80667 0.27405 6.58076
C 1.85401 0.16969 5.20099
S 3.23455 -0.02126 4.15816
H -1.45205 0.39326 4.45072
H -1.54735 0.59168 6.92968
H 0.51495 0.52025 8.27342
H 2.71779 0.23132 7.16598
O -2.53076 3.26401 -0.02515
C -2.61007 3.43121 -1.35517
C -3.71899 4.08269 -1.89932
C -3.82479 4.25436 -3.26819
C -2.80704 3.82465 -4.11183
C -1.69754 3.19386 -3.57025
C -1.59418 2.97064 -2.20409
C -0.41973 2.16714 -1.67153
O 0.51290 1.91153 -2.43138
O -0.51359 1.82385 -0.43488
H -1.72187 2.66144 0.08572
H -4.49829 4.41935 -1.22618
H -4.71148 4.72018 -3.68446
H -2.88568 3.97291 -5.18279
H -0.88214 2.84103 -4.18890
C -5.38211 0.31935 -0.53892
As -3.48569 -0.27603 -0.48245
C -3.92530 -2.19192 -0.57642
C -3.31187 -0.19635 1.47233
H -6.02866 -0.33992 0.04686
H -5.73135 0.32600 -1.57338
H -5.46390 1.33392 -0.14749
H -4.57124 -2.50743 0.24714
H -2.99331 -2.75773 -0.54372
H -4.42323 -2.40417 -1.52426
H -4.18285 -0.63406 1.96679
H -3.20224 0.84165 1.78752
H -2.41096 -0.74342 1.75256
C -0.48732 -2.09710 -0.34636
Ge 0.03657 -2.80130 -2.05231
C 1.76838 -2.22689 -2.85792
C 2.12234 -0.87835 -2.82755
C 3.34289 -0.44884 -3.32869
C 4.24431 -1.36674 -3.85102
C 3.91142 -2.71442 -3.87910
C 2.68179 -3.13568 -3.38930
C -1.31765 -2.41294 -3.45608
C -2.47133 -3.18138 -3.60764
C -3.47481 -2.80448 -4.48921
C -3.35105 -1.63385 -5.22491
C -2.22188 -0.84153 -5.06528
C -1.21983 -1.22913 -4.18826
C 0.22106 -4.79620 -2.00448
C 0.80129 -5.35895 -0.86581
C 0.99676 -6.72761 -0.75528
C 0.60167 -7.57216 -1.78500
C 0.01326 -7.03329 -2.92030
C -0.16741 -5.65931 -3.02646
H 1.44870 -0.14455 -2.39775
H 3.58454 0.60696 -3.29606
H 5.20843 -1.03626 -4.22234
H 4.61395 -3.43965 -4.27700
H 2.42611 -4.19062 -3.41976
H -2.58637 -4.08216 -3.01362
H -4.36295 -3.41880 -4.59362
H -4.13856 -1.33378 -5.90677
H -2.12560 0.08629 -5.61711
H -0.34856 -0.59676 -4.05453
H 1.09130 -4.69855 -0.05416
H 1.46077 -7.14131 0.13320
H 0.74923 -8.64305 -1.70154
H -0.30212 -7.68653 -3.72715
H -0.61811 -5.24817 -3.92394